{
  "formula": "C19H34N3O7S2",
  "method": "wB97M-V/def2-TZVPD",
  "total_charge": 1,
  "homo_energy_ha": -0.42593,
  "de_lowest_kj_mol": 428.92,
  "total_energy_ha": -2231.2682,
  "species": ["C", "C", "C", "C", "C", "O", "N", "O", "C", "N", "C", "C", "O", "C", "N", "C", "C", "H", "H", "H", "H", "H", "H", "H", "H", "H", "H", "H", "H", "H", "H", "H", "H", "H", "H", "C", "C", "C", "S", "O", "O", "C", "H", "H", "H", "H", "H", "H", "H", "H", "C", "C", "C", "S", "O", "O", "C", "H", "H", "H", "H", "H", "H", "H", "H"],
  "xyz": [[-1.9279, -0.3076, 2.8230], [-1.1098, -1.1820, 2.8887], [-0.0145, -2.1458, 2.9796], [-0.2058, -3.4101, 2.0591], [0.9289, -3.5606, 1.0525], [1.2892, -2.3739, 0.3547], [0.1714, -1.7916, -0.2729], [0.4679, -0.8104, -0.8178], [-1.6015, -3.3763, 1.5052], [-2.4362, -4.1046, 2.1377], [-3.8847, -4.2077, 1.8593], [-4.5840, -2.8973, 2.1786], [-4.5528, -2.8081, 3.5960], [-5.9959, -2.8302, 1.5857], [-6.0525, -2.4466, 0.1866], [-1.8005, -4.8432, 3.2366], [-0.3101, -4.7151, 2.9106], [-2.6790, 0.4191, 2.6153], [0.9187, -1.6609, 2.6919], [0.0816, -2.4886, 4.0095], [1.8206, -3.8295, 1.6203], [0.7405, -4.3864, 0.3609], [-1.9278, -2.7935, 0.6523], [-4.0283, -4.5260, 0.8285], [-4.2568, -4.9634, 2.5471], [-4.0087, -2.0555, 1.7702], [-5.2866, -2.2634, 3.9026], [-6.5411, -2.0702, 2.1561], [-6.5359, -3.7671, 1.7285], [-5.4977, -1.6240, -0.0083], [-5.7984, -3.1925, -0.4461], [-2.0877, -5.8935, 3.1956], [-2.0518, -4.4450, 4.2177], [0.0584, -5.5631, 2.3308], [0.2924, -4.6689, 3.8156], [2.0572, 0.3498, -3.5204], [3.4546, -0.1787, -3.1636], [4.4710, 0.5919, -4.0160], [3.7234, 2.1963, -4.3428], [3.4793, 2.3116, -5.7580], [4.4432, 3.2285, -3.6372], [2.1798, 1.8686, -3.5103], [1.3060, 0.0139, -2.8110], [1.7679, -0.0010, -4.5143], [3.6503, 0.0047, -2.1050], [3.5383, -1.2520, -3.3327], [5.4179, 0.7507, -3.5066], [4.6438, 0.1157, -4.9790], [1.3807, 2.3849, -4.0374], [2.2687, 2.2510, -2.4943], [1.5559, 7.3480, -0.4633], [2.3035, 7.0684, -1.7752], [3.1312, 5.7934, -1.5703], [2.2496, 4.8278, -0.3396], [3.0600, 4.7169, 0.8456], [1.6964, 3.6409, -0.9534], [0.9450, 6.0160, -0.0391], [0.7910, 8.1130, -0.5866], [2.2570, 7.6935, 0.2991], [1.5829, 6.9159, -2.5811], [2.9416, 7.9025, -2.0610], [3.2325, 5.1942, -2.4726], [4.1172, 6.0052, -1.1621], [0.6596, 5.9690, 1.0093], [0.1013, 5.7430, -0.6728]],
  "forces_ev_per_a": [[-0.129, -0.316, -0.446], [0.212, 0.383, 0.063], [-0.054, -0.312, -0.226], [-0.315, -0.349, 0.811], [0.040, -0.095, -0.071], [0.095, 0.050, 0.143], [-0.035, 0.086, -0.151], [-0.056, -0.160, 0.129], [-0.199, 0.169, -0.442], [0.180, -0.079, 0.004], [0.164, 0.187, 0.206], [-0.065, 0.103, 0.298], [-0.120, -0.165, -0.088], [-0.034, 0.316, -0.109], [0.085, -0.269, 0.184], [0.761, -0.859, 0.044], [0.206, 0.443, 0.050], [0.049, 0.095, 0.263], [-0.001, 0.082, 0.097], [0.056, 0.076, 0.032], [0.045, 0.080, -0.046], [-0.117, 0.109, -0.094], [0.039, 0.059, 0.057], [0.071, 0.058, -0.038], [-0.142, -0.083, -0.153], [0.024, -0.065, -0.147], [0.074, 0.055, 0.017], [-0.005, -0.052, 0.045], [0.036, -0.046, 0.017], [-0.050, 0.000, -0.087], [-0.012, 0.055, -0.040], [-0.338, 0.120, 0.039], [-0.319, 0.270, -0.159], [-0.212, -0.054, -0.058], [0.041, 0.085, -0.046], [0.131, -0.022, -0.169], [-0.028, 0.015, 0.021], [0.017, -0.221, 0.145], [-0.085, -0.035, 0.080], [0.059, 0.069, -0.015], [0.011, 0.102, -0.090], [-0.144, -0.193, 0.107], [0.006, 0.027, -0.042], [0.001, 0.018, 0.002], [-0.015, 0.021, -0.002], [0.020, 0.005, -0.005], [0.020, 0.066, -0.055], [-0.029, 0.075, -0.043], [0.064, 0.067, -0.034], [-0.014, 0.048, -0.065], [0.071, -0.015, -0.040], [-0.034, -0.026, 0.050], [-0.023, 0.181, -0.191], [0.087, 0.135, -0.169], [-0.034, -0.131, 0.068], [-0.075, -0.079, 0.208], [-0.081, 0.196, -0.012], [0.001, 0.003, 0.005], [-0.016, -0.006, 0.016], [-0.005, -0.009, 0.009], [0.002, -0.005, -0.012], [0.072, -0.085, 0.060], [-0.012, -0.050, 0.071], [0.045, -0.089, 0.007], [0.015, -0.033, -0.005]]
}

***

{
  "formula": "C19H34O14S4",
  "method": "wB97M-V/def2-TZVPD",
  "total_charge": 0,
  "homo_energy_ha": -0.33956,
  "total_energy_ha": -3390.4753,
  "species": ["C", "C", "C", "O", "C", "O", "C", "S", "C", "O", "S", "O", "O", "C", "C", "S", "C", "O", "O", "C", "O", "C", "S", "H", "H", "H", "H", "H", "H", "H", "H", "H", "H", "H", "H", "H", "H", "H", "H", "H", "H", "C", "C", "O", "C", "O", "O", "C", "H", "H", "H", "H", "H", "H", "H", "H", "C", "C", "O", "C", "O", "O", "C", "H", "H", "H", "H", "H", "H", "H", "H"],
  "xyz": [[-1.5316, -5.5199, 3.1996], [-0.9874, -5.0171, 1.8743], [0.3254, -4.2898, 2.0311], [0.1214, -3.2409, 2.9832], [1.1920, -2.4433, 3.1659], [2.3499, -2.7800, 2.9575], [0.8205, -1.0696, 3.6328], [0.3781, 0.0353, 2.2708], [-0.9818, -0.9284, 1.5557], [-2.0236, -1.2292, 2.4998], [-3.1353, -0.1045, 2.8943], [-2.5808, 1.1591, 2.4836], [-4.2590, -0.4376, 1.7432], [-3.9279, 0.0198, 0.4355], [-2.8023, -0.7607, -0.2329], [-3.0357, -2.5537, -0.1544], [-1.4315, -0.2898, 0.2599], [-0.4099, -0.5281, -0.6858], [-0.7925, -6.1441, 1.0212], [-0.5898, -5.8323, -0.2946], [0.5265, -5.6760, -0.7633], [-1.8348, -5.7114, -1.1472], [-1.7794, -6.8629, -2.5473], [-0.9413, -5.1450, 4.0225], [-1.4578, -6.5988, 3.2185], [-2.5543, -5.2124, 3.3542], [-1.7251, -4.3490, 1.4299], [0.6890, -3.8839, 1.0965], [1.0643, -4.9906, 2.4009], [-0.0306, -1.1071, 4.3002], [1.6673, -0.6500, 4.1465], [-0.5564, -1.8858, 1.2893], [-3.7035, 1.0784, 0.4296], [-4.8192, -0.1200, -0.1604], [-2.8466, -0.5099, -1.2836], [-3.8395, -2.6449, 0.9072], [-1.4979, 0.7852, 0.4140], [-0.2577, 0.2934, -1.1458], [-1.8242, -4.7110, -1.5575], [-2.7444, -5.8807, -0.5947], [-1.0389, -6.1085, -3.3631], [4.0582, 2.7630, -5.2136], [2.6566, 2.4810, -5.7094], [1.7959, 2.0231, -4.6546], [1.3548, 2.9659, -3.8306], [1.5704, 4.1439, -3.9087], [0.5927, 2.3777, -2.9053], [0.0842, 3.2671, -1.9076], [4.4665, 1.8860, -4.7104], [4.7070, 3.0223, -6.0498], [4.0653, 3.5893, -4.5048], [2.6690, 1.6697, -6.4338], [2.2160, 3.3536, -6.1903], [-0.4476, 4.1039, -2.3532], [0.8884, 3.6307, -1.2710], [-0.6113, 2.6867, -1.3037], [3.8134, 4.1122, 0.5522], [3.0170, 5.3566, 0.2230], [1.6546, 5.0490, -0.1085], [0.8645, 4.7719, 0.9259], [1.1750, 4.7943, 2.0855], [-0.3434, 4.4798, 0.4474], [-1.2966, 4.0819, 1.4400], [3.7484, 3.3923, -0.2646], [4.8605, 4.3674, 0.7127], [3.4353, 3.6311, 1.4527], [3.4208, 5.8387, -0.6646], [3.0429, 6.0787, 1.0383], [-1.3846, 4.8248, 2.2287], [-1.0183, 3.1184, 1.8632], [-2.2494, 3.9849, 0.9273]],
  "forces_ev_per_a": [[0.293, -0.129, -0.044], [-0.463, 0.339, 0.372], [0.259, -0.560, 0.355], [0.161, 0.499, -0.288], [2.035, -0.468, -0.179], [-1.879, 0.300, 0.086], [-0.572, -0.226, 0.110], [0.070, 0.100, -0.107], [0.487, -0.140, 0.211], [-0.212, 0.277, 0.171], [-0.177, -0.622, -0.691], [0.168, 0.795, 0.367], [0.238, 0.018, 0.576], [-0.359, -0.463, -0.735], [0.083, 0.209, 0.754], [-0.024, -0.366, -0.607], [0.129, 0.601, -0.155], [-0.172, -0.633, 0.122], [0.109, -0.236, -0.388], [1.779, 0.278, -0.945], [-1.857, -0.295, 0.964], [0.686, -0.060, -0.251], [-0.305, -0.272, -0.054], [0.114, 0.167, 0.265], [-0.120, -0.275, 0.001], [-0.324, -0.034, 0.041], [0.014, 0.130, -0.194], [0.096, 0.187, -0.233], [0.259, -0.117, 0.071], [-0.133, -0.107, 0.253], [0.287, 0.299, 0.060], [-0.249, -0.272, 0.004], [0.156, 0.251, 0.186], [-0.371, -0.102, 0.074], [0.034, 0.073, -0.342], [0.012, 0.248, 0.159], [-0.184, 0.231, 0.037], [0.306, 0.255, -0.414], [-0.206, 0.223, 0.015], [-0.224, -0.070, 0.180], [0.112, 0.072, 0.072], [-0.017, 0.006, 0.219], [0.220, 0.050, -0.266], [0.097, -0.137, -0.102], [-0.305, -0.221, 0.074], [0.135, 0.273, 0.002], [-0.017, -0.166, -0.122], [0.036, -0.126, 0.211], [0.020, -0.043, -0.081], [-0.004, -0.020, -0.030], [-0.039, 0.058, -0.044], [-0.091, -0.088, 0.070], [-0.032, 0.060, 0.115], [0.070, 0.057, -0.035], [-0.206, -0.196, -0.540], [0.005, -0.100, -0.104], [-0.181, -0.156, 0.040], [0.500, 0.125, 0.017], [0.150, 0.238, 0.148], [-0.015, 0.213, 0.176], [0.024, -0.051, 0.117], [-0.242, 0.173, 0.226], [-0.171, -0.172, 0.079], [0.072, 0.037, -0.057], [0.003, 0.025, -0.030], [0.009, 0.051, 0.051], [-0.144, -0.008, -0.083], [-0.108, -0.068, 0.064], [0.109, 0.018, 0.008], [0.032, 0.037, 0.102], [0.034, 0.028, -0.104]]
}

***

{
  "formula": "C19H35BCl18N3O2",
  "method": "wB97M-V/def2-TZVPD",
  "total_charge": 1,
  "homo_energy_ha": -0.42432,
  "total_energy_ha": -9367.7584,
  "species": ["C", "C", "C", "C", "C", "B", "O", "O", "C", "C", "C", "C", "C", "N", "N", "N", "H", "H", "H", "H", "H", "H", "H", "H", "H", "H", "H", "H", "H", "H", "H", "H", "H", "C", "Cl", "Cl", "H", "H", "C", "Cl", "Cl", "H", "H", "C", "Cl", "Cl", "H", "H", "C", "Cl", "Cl", "H", "H", "C", "Cl", "Cl", "H", "H", "C", "Cl", "Cl", "H", "H", "C", "Cl", "Cl", "H", "H", "C", "Cl", "Cl", "H", "H", "C", "Cl", "Cl", "H", "H"],
  "xyz": [[2.6643, -0.1199, 3.2636], [2.6851, 1.1296, 2.7431], [1.4690, 1.5296, 1.9526], [0.9892, 0.6450, 0.8995], [-0.1985, 1.0823, 0.2561], [-0.9181, 0.2042, -0.8866], [-2.0450, -0.5234, -0.5256], [-0.4509, 0.1341, -2.1692], [-0.7676, 2.3079, 0.6636], [-2.0363, 2.8451, 0.0752], [-3.1506, 2.6370, 1.2133], [-4.2168, 1.5730, 0.8262], [-4.1993, 0.3117, 1.7325], [-5.4731, 0.2102, 2.4980], [-0.1781, 2.9743, 1.6297], [0.8987, 2.6554, 2.2937], [1.7221, -0.4164, 3.7354], [3.4950, -0.8204, 3.1782], [3.4929, 1.8406, 2.9170], [1.4695, -0.2887, 0.6551], [-1.8694, -0.8219, 0.3864], [-0.3374, -0.8180, -2.3387], [-2.3873, 2.2973, -0.8012], [-1.9645, 3.9134, -0.1624], [-3.6142, 3.5975, 1.4493], [-2.6522, 2.2618, 2.1189], [-5.2049, 2.0501, 0.8514], [-4.0875, 1.2096, -0.2018], [-4.0861, -0.5794, 1.0937], [-3.3850, 0.3285, 2.4681], [-5.3155, -0.5175, 3.1935], [-6.1613, -0.2022, 1.8720], [-0.6315, 3.8420, 1.9125], [-1.3191, -2.8493, 2.9015], [-0.3498, -3.2366, 4.3195], [-0.7089, -1.3885, 2.0901], [-1.2737, -3.6763, 2.2026], [-2.3444, -2.6730, 3.2086], [1.1935, -4.4329, -0.0353], [-0.5646, -4.5673, -0.1941], [1.7202, -2.7405, -0.0662], [1.4989, -4.8770, 0.9042], [1.6579, -4.9533, -0.8607], [4.1712, -7.1886, -0.0514], [2.4145, -7.3417, -0.2088], [4.6720, -5.4908, -0.0825], [4.4782, -7.6267, 0.8899], [4.6441, -7.7093, -0.8760], [5.3007, 0.4569, -0.0994], [5.9393, -1.1358, 0.3056], [3.5444, 0.5265, 0.1556], [5.7733, 1.1987, 0.5360], [5.5103, 0.6690, -1.1424], [1.1835, -0.3019, -5.1024], [1.1868, -1.9998, -4.5937], [2.7653, 0.1874, -5.7132], [0.4452, -0.1730, -5.8861], [0.9315, 0.3170, -4.2487], [-6.0776, 5.4387, -0.2415], [-6.3158, 5.2506, 1.5000], [-4.4521, 4.9200, -0.7277], [-6.8136, 4.8323, -0.7654], [-6.2025, 6.4831, -0.5044], [6.1318, 2.2829, -4.9241], [5.7674, 1.5820, -6.5019], [6.3035, 1.0331, -3.6800], [7.0619, 2.8357, -4.9935], [5.3228, 2.9473, -4.6419], [7.7237, -7.1219, 2.0203], [7.0672, -8.4658, 1.0764], [6.5931, -6.6000, 3.2744], [8.6458, -7.4442, 2.4905], [7.9152, -6.2888, 1.3531], [-9.0662, 6.6490, -2.3707], [-8.8774, 5.0030, -1.7460], [-7.5601, 7.2540, -3.0715], [-9.8323, 6.6436, -3.1375], [-9.3594, 7.2998, -1.5545]],
  "forces_ev_per_a": [[-0.218, 0.526, -0.192], [-0.779, -0.634, 0.489], [0.724, -0.892, 1.035], [-2.292, 2.624, 0.588], [1.327, -0.640, 0.042], [-0.892, -0.424, 0.072], [1.532, 0.248, -0.059], [0.571, -0.198, 0.754], [0.014, -0.988, -1.476], [-0.904, 0.051, 1.578], [0.203, -0.468, -0.549], [0.212, -0.108, 0.090], [-1.012, 0.125, -0.152], [0.668, -0.505, -0.115], [-0.888, 1.123, -0.151], [0.218, -0.086, -0.071], [-0.042, -0.853, -1.235], [0.314, 0.540, 1.381], [0.284, -0.371, -1.163], [-0.109, 0.054, 0.206], [-0.744, 0.076, -0.083], [-0.343, 0.177, -0.678], [0.497, 0.113, -0.011], [0.182, -0.256, -0.025], [0.102, -0.201, -0.049], [-0.125, 0.309, -0.112], [0.149, -0.272, 0.204], [0.148, 0.372, 0.130], [0.264, 0.214, 0.172], [-0.038, 0.104, -0.256], [-0.263, 0.186, 0.117], [-0.125, 0.235, 0.095], [0.327, -0.027, 0.184], [-0.186, -0.314, 0.205], [-0.021, 0.031, -0.067], [-0.126, -0.214, 0.521], [0.117, 0.086, -0.065], [0.061, 0.135, 0.029], [-0.061, 0.113, 0.036], [-0.009, -0.053, -0.042], [0.197, 0.002, -0.113], [-0.032, 0.100, 0.023], [-0.040, 0.144, -0.074], [0.033, -0.056, 0.025], [0.048, -0.395, -0.011], [0.054, 0.004, 0.013], [-0.095, 0.096, 0.040], [-0.064, 0.081, -0.049], [0.268, -0.002, -0.094], [-0.007, 0.038, 0.006], [1.137, 0.036, -1.124], [-0.094, -0.050, 0.072], [-0.123, -0.060, 0.038], [-0.005, 0.163, -0.036], [-0.146, 0.011, 0.134], [-0.053, 0.064, 0.023], [0.071, -0.113, -0.047], [0.066, -0.070, 0.035], [-0.113, -0.106, 0.067], [-0.018, -0.011, -0.016], [-0.046, 0.158, -0.271], [0.495, 0.106, 0.244], [0.110, -0.008, 0.026], [-0.048, 0.146, -0.091], [0.063, 0.069, 0.005], [0.040, 0.004, 0.024], [0.038, -0.121, 0.003], [-0.048, -0.108, 0.009], [0.092, 0.107, 0.001], [0.168, -0.073, -0.036], [0.021, 0.040, -0.001], [-0.084, -0.083, 0.040], [-0.116, -0.023, -0.016], [-0.065, 0.122, -0.016], [-0.586, -0.056, -0.206], [-0.021, 0.040, 0.003], [0.079, -0.087, -0.037], [0.084, -0.052, 0.033]]
}

***

Computed orbital gap (Ha) in order:
0.280; 0.349; 0.279